# 1
Molecular formula: C2H8ClN2P
Method: DFT, ωB97M-V/def2-TZVPD

ORCA input file:
```
! wB97M-V def2-TZVPD RIJCOSX def2/J DEFGRID3
* xyz 0 1
C -1.11062 -1.29147 0.38001
C -2.44521 -0.45785 0.63788
N 3.00002 0.54651 -0.96527
N 0.00109 1.03684 0.25851
P -0.74834 0.20038 1.48818
Cl -3.09640 0.37429 -0.74032
H -0.89350 -2.28286 0.82240
H -0.80619 -1.05728 -0.63897
H -3.28401 -0.96537 1.09588
H 2.25870 0.36413 -0.25749
H 3.69069 1.26346 -0.81037
H 3.35970 -0.44824 -0.92598
H 0.03772 0.59376 -0.64501
H 0.03635 2.12371 0.30055
*
```

- Molar mass: 126.53 u
- DFT total energy: -992.000387 hartree
- SMILES string: NP1C[C@@H]1Cl.N

# 2
Molecular formula: C53H83N7O6
Method: DFT, ωB97M-V/def2-TZVPD

ORCA input file:
```
! wB97M-V def2-TZVPD RIJCOSX def2/J DEFGRID3
* xyz 0 1
C 0.25302 -3.88570 -5.61646
C -1.05564 -3.10134 -5.30415
C -2.30699 -3.96133 -5.28950
O -1.07034 -2.37571 -4.09513
H 0.03444 -4.52914 -6.54678
H 0.44881 -4.64926 -4.75830
H 1.12676 -3.25802 -5.72324
H -1.21904 -2.36784 -6.04726
H -3.15100 -3.32216 -4.93221
H -2.25536 -4.83974 -4.63217
H -2.45324 -4.26950 -6.30585
H -1.01532 -3.01679 -3.37556
C 2.24146 5.60936 1.93476
C 0.87962 5.07150 1.67659
C 0.38803 5.14486 0.24342
O 0.82925 3.71796 2.15919
H 2.46088 5.59386 2.93937
H 2.29305 6.65863 1.59234
H 3.02105 5.14103 1.38975
H 0.03852 5.62296 2.19228
H 0.91964 4.47893 -0.47464
H 0.37506 6.15174 -0.22314
H -0.64819 4.81256 0.17590
H 1.35877 3.61692 2.97266
C -4.27787 -3.30138 -1.26109
C -3.00841 -4.11099 -0.86799
C -3.34061 -5.58244 -1.17191
O -1.84948 -3.72130 -1.51532
H -4.51670 -3.50344 -2.31073
H -4.07226 -2.25163 -1.08802
H -5.10760 -3.68582 -0.60163
H -2.88312 -3.94571 0.24449
H -3.55701 -5.57583 -2.25915
H -4.29565 -5.89247 -0.72573
H -2.52248 -6.31599 -0.98154
H -1.35146 -3.06957 -0.90290
C 0.23738 1.99327 5.08106
C 1.50283 2.44282 5.78994
C 2.47742 1.29480 6.02393
O 2.20072 3.47106 5.00150
H -0.49793 2.80281 5.15066
H -0.10330 1.11318 5.62137
H 0.29442 1.68557 4.05226
H 1.33501 2.91864 6.77268
H 2.20028 0.66260 6.86114
H 3.46978 1.69685 6.06792
H 2.40967 0.55919 5.19181
H 3.14833 3.27550 4.97714
C -3.92122 1.79230 0.21466
C -4.14226 0.34445 0.08035
C -5.36872 -0.25060 0.72084
O -4.17544 -0.03962 -1.37457
H -4.48261 2.43755 -0.43825
H -2.92644 2.02876 -0.12111
H -3.87902 2.16865 1.26960
H -3.25651 -0.27571 0.41887
H -5.36187 -1.30612 0.52539
H -6.30076 0.16319 0.27061
H -5.40742 -0.18978 1.83471
H -3.85018 0.64133 -1.95812
C 2.35580 3.41540 -4.21778
C 1.48462 4.35750 -3.43206
C 2.39140 5.28923 -2.58736
O 0.64793 5.12082 -4.25150
H 1.78547 2.97162 -4.94633
H 2.79581 2.59266 -3.65531
H 3.11863 4.05392 -4.72113
H 0.80466 3.79465 -2.75807
H 3.12676 5.85476 -3.21730
H 3.01445 4.75369 -1.91819
H 1.73177 6.02430 -2.02282
H 1.19182 5.81100 -4.63731
N 2.89159 -4.94374 -1.11237
C 2.01865 -4.61947 -2.08199
C 1.80082 -3.30029 -2.47506
C 2.60211 -2.32797 -1.89036
C 3.58787 -2.72890 -0.99203
C 3.65034 -4.03553 -0.57890
H 1.38988 -5.53035 -2.37093
H 1.05272 -3.02168 -3.17253
H 2.40336 -1.30696 -2.13070
H 4.29681 -1.98736 -0.56175
H 4.36961 -4.31940 0.19408
N -0.63336 -1.27912 -0.17216
C 0.24826 -0.73618 0.73386
C 0.49940 0.63939 0.69325
C -0.04081 1.41744 -0.31340
C -0.91986 0.87791 -1.22707
C -1.22507 -0.48833 -1.04708
H 0.61217 -1.31460 1.57357
H 1.17338 1.16694 1.38581
H 0.13926 2.44304 -0.38388
H -1.37548 1.46905 -2.03777
H -1.84225 -0.99650 -1.72966
N 4.71363 3.04749 0.77621
C 3.69914 2.31611 0.33298
C 3.83379 1.29124 -0.57066
C 5.10929 0.99254 -1.01606
C 6.17902 1.70875 -0.46966
C 5.91866 2.74382 0.38873
H 2.75267 2.60429 0.63161
H 2.94346 0.81597 -0.91732
H 5.22310 0.20943 -1.71454
H 7.19689 1.51328 -0.79178
H 6.63989 3.44794 0.73271
N 3.26244 -0.96984 2.50394
C 3.29745 -2.25221 2.79489
C 4.48777 -2.89737 3.05639
C 5.67668 -2.17679 2.95978
C 5.63833 -0.85817 2.57645
C 4.41363 -0.32468 2.34525
H 2.33196 -2.74856 2.79131
H 4.43593 -3.91742 3.36931
H 6.60475 -2.66739 3.19368
H 6.55768 -0.25086 2.49109
H 4.37363 0.72847 2.09775
N -3.18369 -0.88940 3.68304
C -2.30769 -0.06607 3.10668
C -2.24672 1.31209 3.38601
C -3.21000 1.79918 4.30181
C -4.10732 0.94789 4.90673
C -4.06407 -0.38152 4.55071
H -1.49242 -0.44241 2.47484
H -1.61270 1.96107 2.83317
H -3.26686 2.87178 4.43804
H -4.79431 1.24287 5.70203
H -4.76406 -1.14974 5.05077
N -3.81627 3.66854 -3.56810
C -2.61530 3.73940 -4.20093
C -1.96500 2.62804 -4.81168
C -2.69871 1.42449 -4.79306
C -3.95493 1.41437 -4.29915
C -4.46830 2.52174 -3.67838
H -2.11648 4.68479 -4.09199
H -1.01652 2.80074 -5.33238
H -2.22755 0.48476 -5.06820
H -4.41101 0.45808 -4.14863
H -5.47419 2.49339 -3.28862
N -0.30111 -3.57696 2.97086
C -1.48912 -3.79175 3.55840
C -2.29412 -4.86987 3.23566
C -1.83157 -5.83627 2.37217
C -0.55927 -5.66635 1.83542
C 0.09317 -4.49511 2.04750
H -1.75300 -3.15574 4.34298
H -3.26854 -4.82776 3.60741
H -2.41661 -6.71088 2.22691
H -0.13734 -6.32698 1.04735
H 1.02058 -4.25733 1.55802
*
```

- Molar mass: 914.29 u
- DFT total energy: -2903.915751 hartree

# 3
Molecular formula: C3H14N2O2
Method: DFT, ωB97M-V/def2-TZVPD

ORCA input file:
```
! wB97M-V def2-TZVPD RIJCOSX def2/J DEFGRID3
* xyz 0 1
C 0.35976 -2.10875 -0.81111
C 1.15082 -0.80169 -0.67657
C 0.49639 0.27107 -1.55950
N 0.85318 1.67362 -1.42486
N 0.40653 -2.74516 -2.10939
H 0.53196 -2.88819 -0.01644
H -0.72066 -1.84478 -0.66697
H 0.95213 -0.53001 0.43992
H 2.23112 -0.84862 -0.77845
H -0.56213 0.11880 -1.25604
H 0.76059 -0.02381 -2.59432
H 1.69340 1.77116 -0.82333
H 0.20670 2.27754 -0.94509
H 1.09042 -3.45480 -2.29361
H 0.34930 -2.11497 -2.89947
H 0.56552 1.25417 1.03752
H 1.34961 2.68273 1.02155
O 0.96383 1.96592 1.53816
H -4.29141 2.58646 4.99534
H -4.21668 1.03133 5.23965
O -4.17039 1.72797 4.58297
*
```

- Molar mass: 110.16 u
- DFT total energy: -382.638413 hartree
- SMILES string: NCCCN.O.O

# 4
Molecular formula: CH11NO4
Method: DFT, ωB97M-V/def2-TZVPD

ORCA input file:
```
! wB97M-V def2-TZVPD RIJCOSX def2/J DEFGRID3
* xyz 1 2
N -1.86472 1.35907 0.63675
C -1.16894 2.14272 1.63271
O -0.06901 1.39548 1.96512
H -2.72401 0.97982 1.05030
H -1.24702 0.58002 0.39667
H -1.75868 2.22531 2.56740
H -0.87912 3.16721 1.34445
H 0.75756 1.89143 1.85508
H 0.96969 1.88115 -0.72241
H 1.73044 0.90688 -1.72994
O 1.14127 1.66051 -1.63344
H -0.58528 -1.21899 -1.81313
H 0.38515 -2.37653 -1.65278
O -0.54849 -2.18031 -1.79069
H 1.59383 -3.76453 -0.09318
H 2.39087 -4.72986 -1.01566
O 1.87648 -3.91938 -0.99726
*
```

- Molar mass: 101.10 u
- DFT total energy: -400.022466 hartree
- Expectation value of S²: 0.755

# 5
Molecular formula: C3H2O2
Method: DFT, ωB97M-V/def2-TZVPD

ORCA input file:
```
! wB97M-V def2-TZVPD RIJCOSX def2/J DEFGRID3
* xyz 0 1
C -0.74799 0.41963 -0.16225
C 0.49871 0.81005 -0.56177
C 0.01352 -0.77224 0.31484
O -0.43407 -2.10456 1.30440
O 1.24268 -0.40302 -0.07761
H -1.80745 0.52010 0.11065
H 1.23461 1.53004 -0.92826
*
```

- Molar mass: 70.05 u
- DFT total energy: -265.735340 hartree

# 6
Molecular formula: C36H33BF6N2O4S
Method: DFT, ωB97M-V/def2-TZVPD

ORCA input file:
```
! wB97M-V def2-TZVPD RIJCOSX def2/J DEFGRID3
* xyz 0 1
C 2.63097 3.31777 -4.53265
C 1.52112 2.96735 -3.61493
C 0.32212 2.35619 -3.92726
C -0.54372 2.18426 -2.79122
C 0.01242 2.65163 -1.62821
B -0.72839 2.77122 -0.05850
C -0.35568 1.23745 0.19015
C 0.79991 0.89628 0.87598
C 1.19940 -0.43787 0.93610
C 2.53211 -0.76757 1.55247
F 2.64984 -2.08631 1.88447
F 3.56108 -0.47948 0.68716
F 2.75422 -0.03757 2.68929
C 0.43662 -1.44977 0.37452
C -0.74030 -1.09299 -0.27396
C -1.52711 -2.15026 -0.99117
F -2.85365 -1.81407 -1.09076
F -1.07724 -2.33805 -2.27007
F -1.45625 -3.36628 -0.36999
C -1.14593 0.23355 -0.35560
O 0.01077 3.85131 0.50820
C -0.55707 5.03497 -0.09977
C -1.87144 4.60243 -0.78570
O -2.00625 3.18653 -0.57243
S 1.59184 3.29619 -1.89549
H 2.37145 3.01226 -5.54980
H 2.81314 4.39862 -4.52326
H 3.55390 2.80820 -4.23330
H 0.07185 2.04882 -4.94278
H -1.51710 1.71343 -2.85304
H 1.42539 1.66993 1.31879
H 0.74346 -2.48751 0.42732
H -2.06652 0.47568 -0.88018
H -0.73365 5.77347 0.69356
H 0.15802 5.44044 -0.83672
H -2.75085 5.08789 -0.34220
H -1.83096 4.81598 -1.86680
C -3.80040 -3.58796 1.62758
O -3.11936 -2.31803 1.74839
C -3.87643 -1.19700 1.82934
C -3.16006 0.02222 1.93450
C -3.83521 1.20216 1.75304
C -5.25444 1.18080 1.67686
C -5.99280 0.00177 1.67286
C -5.29470 -1.20508 1.73065
N -5.70470 2.49102 1.79174
C -7.09540 2.88748 1.93501
C -4.63195 3.33915 1.88929
C -3.42995 2.60459 1.83414
C -2.09215 3.07481 1.94203
C -1.93706 4.32769 2.63869
C -2.58955 5.53854 2.34231
N -2.32781 6.46693 3.31437
C -2.94427 7.78239 3.40147
C -1.49686 5.90919 4.27674
C -1.24370 4.55737 3.91179
C -0.65175 3.71007 4.83549
C -0.31677 4.24202 6.11355
O 0.08484 3.47102 7.15967
C -0.08521 2.04012 7.09428
C -0.47116 5.62732 6.40296
C -1.11722 6.45729 5.49960
H -3.00044 -4.32559 1.65147
H -4.48745 -3.73977 2.47094
H -4.34384 -3.64280 0.67402
H -2.09082 0.01141 2.12085
H -7.07888 0.02380 1.62194
H -5.82584 -2.15630 1.68815
H -7.73811 2.09067 1.55110
H -7.35578 3.07094 2.98861
H -7.27094 3.81295 1.37584
H -4.77618 4.40145 2.03939
H -1.31649 2.33725 2.06587
H -3.25410 5.77052 1.51776
H -2.37737 8.39635 4.10646
H -2.94325 8.25501 2.41272
H -3.98548 7.71391 3.75076
H -0.51076 2.65576 4.59054
H 0.24174 1.69770 8.07569
H -1.13728 1.76978 6.92668
H 0.54568 1.60684 6.30705
H -0.13738 5.98545 7.37317
H -1.32760 7.49913 5.73219
*
```

- Molar mass: 714.54 u
- DFT total energy: -2824.294958 hartree